55
Properties=species:S:1:pos:R:3:forces:R:3:lowdin_charge:R:1 method="wB97M-V/def2-TZVPD" homo_ev="-11.07 / -11.07" fmax_ev_per_a=3.9 total_charge=+1 homo_lumo_gap_ha="0.2114 / 0.2095" multiplicity=4
H -2.6816 0.1352 2.7063 -0.195 0.165 0.600 0.115
C 4.4658 -0.1367 0.3051 0.250 0.502 0.056 -0.153
H -1.1480 -0.7066 -0.0946 -0.113 0.315 -0.039 0.127
H 0.2109 -0.5819 -2.1969 0.109 0.222 -0.147 0.058
O -0.0063 3.6515 0.1427 -0.143 -0.246 -0.514 -0.118
H 5.4980 -0.1266 -0.0451 0.180 -0.883 0.445 0.081
H -2.7299 -1.4545 3.5846 -0.295 0.271 0.198 0.104
H -3.1105 0.2368 -2.1279 -0.012 0.993 0.629 0.073
H -2.7011 -2.3047 -1.2908 -0.271 -0.115 0.875 0.079
C -1.6129 -2.0300 1.4783 -1.230 -0.181 -1.393 -0.182
V 0.8010 -1.7460 3.6143 0.039 0.644 -3.799 1.274
O 1.7058 -0.6048 2.1673 -0.443 -0.542 1.360 -0.400
N 0.3819 -2.0850 0.2003 1.354 -0.975 -1.119 0.045
H -1.5711 -3.6180 -0.7012 -0.515 -0.294 -0.420 0.083
C -2.1250 -0.5961 3.2925 0.554 -0.502 -0.446 -0.027
C -1.1189 1.7398 -3.0336 1.043 -0.102 -2.578 -0.216
C -3.0085 0.4641 -3.1890 -0.662 -1.978 0.089 -0.132
H -1.5434 2.2381 -2.1620 -0.135 -0.859 0.676 0.117
C 0.4010 1.5107 -2.9995 -0.773 0.436 0.424 -0.390
C -0.8997 2.8300 0.8596 0.552 -0.037 0.988 -0.161
H 0.6240 2.8154 -1.6194 0.314 1.084 0.389 0.018
H -1.4855 -3.0458 1.8523 0.297 -0.068 -0.126 0.124
H 2.3058 1.2450 2.3787 0.175 -0.235 0.198 -0.031
H 0.9342 -1.4638 0.7740 -0.287 0.125 0.010 0.026
H 3.3381 -0.6041 1.7987 -0.142 -0.255 0.266 -0.036
H 3.8562 -0.6104 -0.4644 -0.091 -0.114 -0.066 0.065
O 2.2294 2.1029 2.7964 -0.290 0.606 -0.125 -0.044
C 0.7496 0.3471 -2.0106 0.652 1.507 -0.650 -0.035
H -0.4181 1.9075 1.1839 0.200 -0.435 -0.133 0.049
H 0.7169 3.8224 0.7505 0.300 0.187 -0.086 0.087
H -3.4385 -0.4757 -3.5356 0.189 -0.053 -0.894 0.085
H 1.5463 -0.0663 1.3679 -0.511 -0.293 0.859 0.024
H 2.4219 1.9384 3.7195 0.189 0.084 0.184 0.036
O -1.6579 0.5427 -3.5481 -1.312 -0.833 1.212 -0.183
H -1.0891 3.3571 1.7947 -0.958 -0.129 0.042 0.086
N 1.0163 2.7611 -2.5485 0.263 -1.150 0.349 0.047
C -1.6773 -2.5908 -1.0501 0.260 -0.010 0.912 -0.014
H -1.2757 -2.5366 -2.0620 0.994 0.298 0.319 0.082
H -3.6709 1.2502 -3.5516 0.293 0.411 0.172 0.098
H 0.5888 0.7234 -1.0004 -0.605 -0.026 0.273 0.057
H -1.7801 2.5412 0.2855 0.012 0.561 -0.031 0.079
H 4.2990 0.9403 0.2876 -0.687 0.222 0.267 0.075
H -1.4122 2.3772 -3.8677 0.667 1.226 0.131 0.130
C -0.9953 -1.7684 0.0989 -1.696 0.233 -0.166 -0.410
H 0.7343 1.3406 -4.0232 -0.009 -0.551 0.085 0.142
H 0.7389 -1.9945 -0.7401 0.624 -0.321 -0.077 0.092
H 0.5379 -4.5710 2.1800 -0.091 -0.401 0.424 0.090
H -1.5800 -0.2119 4.1548 -0.487 0.522 0.037 0.093
H 0.8252 -3.2682 1.4644 -0.095 0.866 -2.015 -0.007
O 0.8610 -3.6820 2.3268 0.301 0.436 2.337 -0.062
O -1.0947 -1.0850 2.4068 1.121 -0.603 1.341 -0.294
H -2.6920 -1.8962 1.4034 -0.120 0.230 0.001 0.135
H 1.8351 0.2480 -2.0139 0.080 -0.511 -0.360 0.076
O 4.2694 -0.7216 1.5975 1.126 0.302 -0.975 -0.136
H 0.6314 3.5164 -3.0976 0.029 0.255 0.008 0.077

---

56
Properties=species:S:1:pos:R:3:forces:R:3:lowdin_charge:R:1 method="wB97M-V/def2-TZVPD" homo_ev=-3.98 relative_energy_kcal_mol=771.37 fmax_ev_per_a=19.9 total_charge=-1 homo_lumo_gap_ha=0.2548
N 1.5068 1.6570 -0.1674 9.686 14.184 6.693 0.007
C 0.0717 -0.0897 -3.1703 -0.789 -3.228 -1.979 -0.088
C -0.5394 3.0699 -0.0512 -1.808 0.509 0.701 -0.158
H 0.5586 -3.5144 3.6395 -0.521 0.237 -0.313 0.078
H 0.3045 -2.1269 -0.3303 0.222 0.967 -1.077 0.053
H 2.1753 1.2457 -0.8030 2.733 1.770 0.750 0.129
C 1.0391 -3.2362 2.7015 1.399 -1.423 -1.046 -0.070
H -0.0612 2.7910 -2.9815 -0.049 1.248 -0.293 0.099
H 1.0573 -4.4358 -1.5433 0.130 0.317 0.807 0.090
H 0.1147 0.5108 0.0473 -3.682 -2.318 -2.331 -0.134
O 0.2725 0.1698 3.8847 0.386 -0.241 5.536 -0.133
H 0.3015 -0.7869 3.8710 -0.269 -0.246 0.075 0.009
H -0.2917 0.9106 -3.4060 -0.369 -2.075 -1.254 0.048
H -1.8692 5.1179 0.9863 -0.414 0.138 0.422 0.083
H 1.0997 -0.1822 -3.5208 0.302 0.006 0.004 0.091
C -0.0083 -4.2373 -1.6582 -0.757 0.060 -0.803 -0.125
O -2.2039 0.3862 2.1788 -3.522 0.654 2.608 -0.105
O -0.3244 -2.9198 -2.0536 1.851 0.834 -0.634 -0.166
H -1.0095 0.3921 -0.7287 -2.361 0.809 0.673 -0.071
H 0.8687 0.8892 -0.0146 7.076 3.214 4.335 -0.203
H -0.2465 -4.9123 -2.4802 -0.499 0.031 -0.154 0.077
H -0.6608 1.4147 -2.0896 -0.306 2.583 -0.625 0.089
O -1.2512 4.1748 -0.6770 0.866 -0.823 -0.802 -0.185
C 0.2408 -3.1531 1.3841 0.408 1.082 3.146 -0.280
H 0.0656 -1.2198 1.2739 0.071 -4.619 -1.224 -0.243
H -1.2085 -0.6757 -1.5823 0.481 -0.963 -0.998 0.137
H 0.9469 -2.9664 0.5750 0.242 -1.114 0.608 0.082
H -2.7688 5.4856 -0.5177 0.149 0.140 0.033 0.081
C -0.1348 -0.5350 -1.7067 0.657 -1.289 -3.088 -0.285
H -1.3431 0.0685 1.9062 -2.212 -0.435 2.364 -0.182
H 1.1213 3.6272 -0.9849 0.749 -0.021 -0.404 0.140
C 0.1999 2.0738 -2.2034 -0.975 4.339 -1.773 -0.166
H -0.3706 -4.0378 1.2063 -0.170 0.195 -0.083 0.108
H 1.7985 -3.9928 2.5044 0.377 -0.403 0.420 0.061
C -2.3031 4.7003 0.0777 0.390 -0.010 -0.134 -0.129
H -1.2324 2.2336 0.0410 -0.275 0.150 0.215 0.110
H 1.6743 0.2467 1.7967 3.781 0.290 0.551 -0.287
H -2.2544 1.2747 1.8263 -0.206 0.090 -0.104 0.033
H 1.3000 0.8334 -1.1313 -2.603 -3.260 -4.161 0.023
O -1.6397 0.0769 -0.0808 -5.751 -0.082 -0.886 -0.153
H 1.5859 -1.9303 -1.5552 0.175 -0.458 -0.560 0.136
H -0.6818 -4.4350 -0.8243 0.651 -0.686 0.306 0.079
O -0.4784 -1.9463 1.5868 -3.216 -6.730 -0.183 -0.212
H -0.2372 3.4150 0.9376 0.263 -0.164 0.207 0.135
H -3.0916 3.9786 0.2912 0.036 -0.311 0.259 0.086
H 0.9615 1.4861 -2.7159 0.467 1.355 0.841 0.080
H -1.1672 0.1128 0.7508 -2.908 -0.184 -2.617 -0.182
H -0.4978 -0.8211 -3.7438 0.078 -0.253 -0.371 0.085
H 1.6238 -2.3228 2.8106 -0.239 0.127 0.143 0.057
Br 0.2327 0.1772 1.5019 2.028 7.421 1.743 1.400
C 0.6219 2.6635 -0.8849 2.409 1.768 -0.124 -0.279
O 2.5423 0.3388 2.1896 5.023 0.121 1.188 -0.148
H 2.5016 -0.1884 2.9875 0.001 0.071 0.342 0.009
H 0.2493 0.4224 2.9617 -0.063 1.030 3.679 -0.263
N 0.3286 0.6425 -0.9310 -6.473 -15.401 -10.813 -0.325
C 0.5100 -1.9212 -1.3808 -2.649 0.998 0.186 -0.121

---

77
Properties=species:S:1:pos:R:3:forces:R:3:lowdin_charge:R:1 method="wB97M-V/def2-TZVPD" homo_ev=-12.62 relative_energy_kcal_mol=146.12 fmax_ev_per_a=11.2 total_charge=+2 homo_lumo_gap_ha=0.1683
O 17.3947 10.0939 21.0718 3.043 -2.296 3.496 -0.136
N 16.1693 5.9469 19.8237 -0.605 2.238 -0.076 0.236
H 16.4860 13.1434 14.4248 0.055 -0.070 -0.247 0.112
H 16.8886 11.5203 14.5906 -0.318 -0.251 0.432 0.125
H 14.3955 14.2551 18.9837 0.607 -0.163 0.192 0.100
O 17.3545 7.8677 19.2032 0.320 2.813 -0.527 -0.115
N 18.2802 5.8294 19.2417 1.400 -0.177 -0.365 0.206
H 18.1796 4.8691 19.5192 0.443 -0.072 -0.196 0.131
H 11.9763 11.2297 19.7614 0.097 0.050 0.029 0.115
C 14.2731 10.0030 24.3069 0.528 -0.515 1.444 -0.630
O 12.0928 13.5127 18.6481 0.810 -0.298 0.662 0.039
N 16.2577 13.9196 16.4723 -0.012 0.182 2.588 0.200
H 13.7323 11.9900 24.6457 0.069 -0.170 0.089 0.115
C 19.6151 13.0372 18.1639 -0.012 1.045 -0.573 -0.601
C 16.3373 10.8124 20.9449 4.274 -3.469 -9.703 -0.626
O 19.3845 7.0431 23.9814 -0.998 0.846 0.249 0.010
H 21.1868 13.8299 17.2095 0.677 -0.485 -0.153 0.137
C 16.4036 12.5836 16.3591 0.762 0.771 -2.382 -0.557
N 14.2794 13.3232 19.3489 -0.230 1.350 -0.598 0.151
O 18.9258 11.9955 18.3191 -1.030 -2.152 0.866 -0.122
H 14.1684 8.7663 25.8878 -0.125 0.219 0.429 0.124
H 13.3840 6.0963 23.4889 -0.183 -0.257 -0.423 0.111
C 14.9102 8.8363 16.6200 -1.712 1.646 1.332 -0.589
H 21.0340 12.0195 17.3470 0.883 0.453 -0.490 0.136
H 19.9142 9.4338 23.2141 0.031 -0.418 0.145 0.114
O 14.6060 9.1275 23.5026 0.090 1.197 -0.382 -0.016
H 16.0581 14.5265 15.6997 -0.012 -0.112 -0.118 0.128
H 14.0495 8.4431 21.0811 -0.190 0.143 -0.200 0.070
O 15.5639 10.1604 20.1362 -5.762 -3.098 0.231 -0.135
H 18.3386 14.4872 18.9085 0.056 -0.592 0.254 0.112
H 17.1090 6.5654 23.0532 -0.234 0.200 0.072 0.103
O 16.6961 11.7890 20.1981 1.114 7.391 -0.071 -0.180
N 20.7832 12.9740 17.5487 -0.236 -0.802 0.186 0.220
H 13.7931 10.4030 17.2100 -0.594 0.130 -0.195 0.115
N 16.4871 12.3382 15.0208 0.054 -1.225 -0.080 0.187
H 14.5927 11.6722 23.2011 -0.332 -0.025 -0.025 0.093
N 14.0516 9.7275 25.6145 -0.256 -0.320 -0.696 0.183
N 12.8787 11.6778 19.7754 -1.248 -1.316 0.183 0.158
H 16.9110 8.2340 22.4776 -0.606 -0.435 0.009 0.054
C 18.6360 7.8485 23.4146 1.685 -2.963 -0.186 -0.700
N 13.8340 9.6622 16.5273 1.554 -0.850 -0.097 0.219
H 17.8949 13.0140 21.1709 -0.755 0.380 -0.063 0.050
H 15.5299 7.0370 15.7436 0.434 0.402 0.602 0.138
H 15.3181 6.4645 20.0059 -0.189 -0.157 0.278 0.088
H 13.9291 10.5022 26.2407 0.034 -0.489 0.453 0.111
H 19.1272 6.1487 18.8025 0.049 -0.112 0.306 0.131
N 19.7985 14.4272 23.1688 1.745 1.656 1.835 0.178
H 20.7422 14.4012 23.5222 -0.069 -0.153 -0.152 0.126
O 12.7006 5.5995 21.0151 0.483 -0.112 -0.241 0.025
C 17.2573 6.6411 19.4374 -0.264 -2.073 0.195 -0.593
Hf 17.4759 10.1509 18.7205 -5.923 1.812 4.423 2.231
C 12.9902 12.9050 19.2212 -0.333 -0.108 -0.617 -0.698
O 20.1712 12.7186 21.7129 -0.449 1.331 0.219 -0.016
O 15.7874 9.0809 17.4909 2.199 0.358 0.074 -0.129
H 13.7544 7.7366 23.1311 0.097 -0.644 -0.249 0.034
N 13.5575 6.7933 22.7849 0.211 -0.161 0.481 0.164
N 14.2031 11.3239 24.0586 0.166 0.967 -1.264 0.171
H 18.5476 9.4962 22.1835 0.220 -0.242 0.827 0.032
H 13.0905 7.5966 19.8244 0.240 0.592 -0.013 0.114
H 13.1318 9.3753 15.8678 -0.517 0.767 0.314 0.126
N 13.4917 7.6734 20.7462 0.662 1.370 -2.283 0.148
N 19.0767 8.9843 22.8829 0.695 2.544 -0.688 0.158
O 16.5110 11.7204 17.2552 0.412 -0.410 0.468 -0.104
H 14.0208 7.5434 15.3251 -0.137 0.378 0.113 0.135
C 13.2378 6.5979 21.4748 -1.260 -1.582 2.670 -0.742
H 14.9987 12.6970 19.6725 0.344 0.480 -0.089 0.039
C 19.4582 13.6363 22.1790 0.695 -2.989 -0.816 -0.715
N 19.2073 14.2803 18.4421 -1.376 0.427 0.563 0.219
H 16.4206 14.3755 17.3560 -0.446 -0.187 0.008 0.108
H 16.2239 4.9741 20.0655 -0.127 0.004 -0.003 0.134
N 17.3682 7.5361 23.0376 -0.330 0.182 0.083 0.161
H 19.7304 15.1209 18.2590 0.501 -0.368 -0.046 0.134
H 13.6832 11.1420 20.0552 -0.048 -0.044 0.037 0.050
N 14.8374 7.7574 15.8766 0.399 -1.818 -1.368 0.220
N 18.1838 13.7601 21.7859 -0.467 0.360 -0.636 0.154
H 17.6733 14.5648 22.1041 -0.589 -0.367 -0.327 0.106
H 19.1941 15.0847 23.6298 -0.164 -0.134 -0.203 0.114